# 1
62
Properties=species:S:1:pos:R:3 method="wB97M-V/def2-TZVPD" spin_multiplicity=1 total_charge=+1 lumo_ev=-2.7 homo_energy_ha=-0.4013 relative_energy_kj_mol=0.0
Tl 0.41 -0.32 -0.08
C -0.79 -2.13 -3.42
C -1.70 -1.42 -2.43
N -1.40 -1.70 -1.01
C -1.16 -3.13 -0.72
C -2.34 -4.06 -0.98
C -2.48 -1.13 -0.18
C -2.18 -1.21 1.32
N -0.79 -0.88 1.63
C -0.58 -0.13 2.78
C 0.28 -0.58 3.79
F 0.82 -1.81 3.72
C 0.61 0.20 4.88
F 1.48 -0.28 5.78
C 0.06 1.46 5.06
C -0.82 1.91 4.10
F -1.37 3.12 4.22
C -1.13 1.14 2.99
F -1.95 1.65 2.06
H -0.92 -1.69 -4.40
H 0.25 -2.03 -3.14
H -1.02 -3.19 -3.49
H -1.62 -0.34 -2.56
H -2.75 -1.69 -2.64
H -0.29 -3.44 -1.31
H -0.87 -3.19 0.33
H -2.67 -4.01 -2.02
H -2.03 -5.08 -0.78
H -3.19 -3.83 -0.34
H -2.59 -0.09 -0.47
H -3.43 -1.63 -0.38
H -2.88 -0.53 1.81
H -2.40 -2.22 1.69
H 0.30 2.06 5.92
N 2.27 -1.57 1.39
N 3.06 -0.75 2.19
C 2.99 0.59 2.15
N 3.76 1.23 3.03
S 2.04 1.50 1.08
H 1.75 -2.22 1.97
H 2.84 -2.05 0.69
H 3.66 -1.19 2.87
H 4.31 0.75 3.73
H 3.73 2.23 3.05
C -1.07 5.09 -1.34
N -0.61 3.82 -1.91
C -0.10 3.79 -3.28
C -0.72 2.71 -1.23
N -0.81 1.72 -0.64
H -0.25 5.80 -1.34
H -1.41 4.93 -0.32
H -1.89 5.49 -1.94
H 0.74 4.48 -3.36
H -0.88 4.09 -3.97
H 0.24 2.79 -3.51
C 2.95 -0.51 -3.48
C 1.92 -0.29 -2.42
O 1.03 0.57 -2.52
O 1.97 -1.06 -1.39
H 2.97 0.33 -4.18
H 2.70 -1.42 -4.03
H 3.93 -0.66 -3.04


# 2
55
Properties=species:S:1:pos:R:3 method="wB97M-V/def2-TZVPD" spin_multiplicity=5 lumo_ev="0.4 / -3.4" homo_energy_ha="-0.1448 / -0.2823" relative_energy_kj_mol=184.0
C -0.97 3.14 -2.63
C -0.99 2.05 -1.74
N 0.11 1.73 -1.02
C 1.28 2.36 -1.22
C 1.36 3.37 -2.17
C 0.22 3.78 -2.85
C -2.16 1.15 -1.64
P -2.25 0.19 -0.08
Ir -0.03 0.13 0.47
P 2.26 0.25 0.32
C 2.48 1.94 -0.43
C -0.17 -1.58 1.62
C -0.96 -1.56 2.78
C -0.87 -2.64 3.68
C -0.09 -3.75 3.39
C 0.59 -3.82 2.17
C 0.55 -2.73 1.27
O -1.69 -0.45 -3.54
O 0.52 -0.79 -2.86
H -1.91 3.37 -3.12
H 2.33 3.81 -2.34
H 0.27 4.57 -3.59
C -3.20 0.97 1.23
C -3.03 -1.38 -0.51
H 3.36 1.89 -1.09
H 2.70 2.64 0.40
H -2.01 0.39 -2.50
H -3.10 1.73 -1.68
C 3.21 0.15 1.86
C 3.04 -0.87 -0.88
H -1.60 -0.71 3.00
H -1.43 -2.58 4.62
H -0.03 -4.59 4.09
H 1.18 -4.69 1.91
H 1.05 -2.79 0.31
H -0.14 -0.72 -1.37
H 0.87 -1.53 -3.40
H -0.51 -0.56 -3.30
H -2.01 0.01 -4.30
H 0.64 -0.96 -0.67
H -4.15 1.33 0.83
H -3.41 0.21 1.98
H -2.65 1.78 1.71
H -4.10 -1.18 -0.59
H -2.61 -1.71 -1.47
H -2.82 -2.10 0.30
H 4.08 -0.53 -1.07
H 3.05 -1.88 -0.45
H 2.45 -0.87 -1.81
H 4.28 0.13 1.63
H 2.96 1.00 2.51
H 2.92 -0.78 2.37
S 0.07 1.88 1.98
C 0.40 1.15 3.43
N 0.66 0.66 4.49


# 3
50
Properties=species:S:1:pos:R:3 method="wB97M-V/def2-TZVPD" spin_multiplicity=1 lumo_ev=0.6 homo_energy_ha=-0.2898 relative_energy_kj_mol=1798.6
C -4.29 -1.69 0.06
H -3.44 -2.48 0.05
H -4.34 -1.12 0.91
H -5.22 -2.14 -0.41
S -3.79 -0.63 -1.40
C -2.31 0.03 -0.44
H -2.07 -0.75 0.42
H -1.54 0.12 -1.42
C -2.41 1.55 0.01
N -1.07 2.06 0.54
C -0.30 1.54 1.43
C 0.68 0.55 0.57
H 0.29 -0.54 0.06
H 1.47 0.11 1.46
C 1.60 1.20 -0.50
C 0.58 2.03 -1.11
C -0.30 2.72 -0.34
H -1.06 3.36 -0.98
H 0.32 3.75 0.12
H 1.18 2.77 -1.77
H 0.03 1.38 -1.97
C 2.53 2.20 0.50
O 3.47 2.96 -0.46
H 2.87 3.53 -0.83
H 2.14 2.96 0.81
H 3.41 1.50 0.91
C 2.38 0.07 -1.32
H 3.18 1.01 -1.85
H 1.60 -0.13 -1.97
C 3.07 -1.00 -0.60
C 2.10 -1.97 -0.36
C 2.03 -2.63 0.85
C 1.21 -3.57 1.33
C 0.28 -4.25 0.34
C 0.31 -3.69 -0.92
C 1.27 -2.42 -1.23
H 1.29 -2.25 -2.45
H -0.32 -4.01 -1.41
H -0.41 -4.86 0.64
H 1.05 -3.87 2.42
H 2.81 -2.29 1.89
H 3.62 -1.29 -1.16
H 3.50 -0.70 0.24
H -0.90 0.57 2.08
H 0.18 2.11 1.98
C -3.20 1.48 1.26
H -4.27 1.19 0.95
H -2.95 0.67 2.08
H -3.35 2.62 1.61
H -2.88 2.25 -0.62


# 4
62
Properties=species:S:1:pos:R:3 method="wB97M-V/def2-TZVPD" spin_multiplicity=2 total_charge=+1 lumo_ev="-4.0 / -4.7" homo_energy_ha="-0.3721 / -0.3723" relative_energy_kj_mol=187.1
Ir -1.08 0.40 0.94
N 6.25 -3.94 0.46
C 5.24 -3.03 0.64
C 4.86 -2.63 1.93
C 3.84 -1.72 2.10
C 3.20 -1.17 0.99
C 3.57 -1.56 -0.29
C 4.59 -2.46 -0.47
S 1.76 -0.25 1.22
O 1.65 0.75 0.18
O 1.68 0.19 2.60
N 0.45 -1.22 0.87
C -0.14 -1.93 1.94
N -1.47 -1.73 1.99
C -2.16 -2.36 2.95
C -1.53 -3.19 3.84
C -0.15 -3.32 3.71
N 0.55 -2.70 2.77
H 6.57 -4.47 1.25
H 6.38 -4.36 -0.44
H 5.38 -3.03 2.79
H 3.53 -1.42 3.10
H 3.08 -1.12 -1.15
H 4.90 -2.74 -1.47
H -3.23 -2.19 2.98
H -2.07 -3.71 4.61
H 0.42 -3.94 4.39
C -4.33 2.99 3.63
O -2.95 3.20 3.24
C -2.41 2.31 2.46
S -0.79 2.36 2.01
S -3.10 0.93 1.78
H -4.60 3.88 4.19
H -4.41 2.11 4.26
H -4.95 2.89 2.74
C -0.02 -0.53 -3.37
Si -1.71 -0.47 -2.62
C -2.09 -1.98 -1.61
C -3.05 -0.07 -3.83
As -1.68 1.37 -1.08
Si -0.54 3.29 -2.01
C -0.89 4.69 -0.85
C 1.25 2.90 -2.21
C -1.43 3.47 -3.62
H 0.10 -1.44 -3.96
H 0.75 -0.52 -2.59
H 0.15 0.32 -4.03
H -2.09 -2.87 -2.24
H -3.07 -1.89 -1.13
H -1.34 -2.13 -0.83
H -3.07 -0.80 -4.64
H -2.91 0.92 -4.28
H -4.03 -0.08 -3.34
H -0.45 4.52 0.13
H -1.96 4.83 -0.73
H -0.47 5.62 -1.25
H 1.67 2.45 -1.30
H 1.80 3.83 -2.41
H 1.42 2.21 -3.04
H -2.52 3.49 -3.48
H -1.19 2.65 -4.31
H -1.15 4.40 -4.12


Number 1: electronic energy -60054.56528 eV. Number 2: electronic energy -58455.92638 eV. Number 3: electronic energy -33491.10578 eV. Number 4: electronic energy -143189.61334 eV.